Formula: C9H17N2O2S
Source: the Open Molecules 2025 dataset
Level of theory: the ωB97M-V functional and the def2-TZVPD basis

Calculated total energy   -1010.90648 Eh
E_LUMO   -4.395 eV
HOMO level   -12.78 eV
Total charge   +1
SMILES   C#[N+]CN(CCCC)SC(=O)OCC

Element x y z (Å)
C -2.51016 -3.47250 0.88326
C 2.64606 -0.93389 -0.07550
C -0.41924 -2.68949 -0.38913
C -4.24869 1.26801 0.47781
C 5.52572 0.92902 0.64087
C -2.82757 1.10401 -0.17148
C -2.25062 -0.21792 0.29982
C -0.87979 -0.30168 -0.41251
C 4.83756 -0.25220 -0.09740
N -1.55994 -3.10394 0.40081
N 0.09716 -1.33291 -0.21845
O 2.57428 -1.50282 -1.11152
O 3.59153 -0.30363 0.50988
S 1.22776 -0.89196 1.10254
H -3.49118 -3.60819 1.39889
H 0.28719 -3.57414 -0.17932
H -0.83669 -2.77396 -1.36658
H -4.69218 2.27095 0.10811
H -4.23968 1.24614 1.55918
H -4.92223 0.48585 0.04664
H 6.52366 0.69032 0.97634
H 5.37099 1.92292 0.05184
H 4.88201 1.12012 1.59090
H -3.01452 0.99387 -1.21107
H -2.22763 1.93146 0.02776
H -1.97096 -0.26478 1.37788
H -2.77920 -1.05719 0.06205
H -0.84380 -0.06792 -1.51892
H -0.34762 0.64291 -0.16020
H 5.47197 -1.09747 0.07514
H 5.01864 0.06118 -1.08152

Atomic charges from the Mulliken analysis, expressed in e, are listed below: C 0.13; C 0.65; C -0.51; C -1.22; C -0.96; C -0.82; C -0.02; C -1.45; C -0.30; N 0.04; N 0.19; O -0.47; O -0.17; S -0.11; H 0.43; H 0.34; H 0.38; H 0.34; H 0.35; H 0.30; H 0.31; H 0.30; H 0.23; H 0.35; H 0.52; H 0.26; H 0.34; H 0.42; H 0.49; H 0.33; H 0.32

Formula: C4H8O3
Source: the Open Molecules 2025 dataset
Level of theory: the ωB97M-V functional and the def2-TZVPD basis

Calculated total energy   -382.86169 Eh
E_LUMO   0.404 eV
HOMO level   -9.35 eV

Element x y z (Å)
C -0.97821 -0.52435 1.09758
C 1.47289 1.57401 -0.98699
C 0.32061 0.72741 -0.56080
C 0.14786 0.27429 0.71563
O -1.94115 -0.79874 0.21066
O -0.64284 -2.43455 1.05771
O -0.53061 0.46412 -1.54761
H -1.56800 -1.97716 0.36392
H 0.12401 -2.63405 0.50603
H -1.28504 -0.05373 -1.14996
H -1.24247 -0.55128 2.15411
H 0.85257 0.56632 1.47977
H 1.99724 1.08681 -1.81190
H 1.10427 2.53252 -1.35880
H 2.16886 1.74839 -0.16936

Atomic charges from the Mulliken analysis, expressed in e, are listed below: C 0.39; C -1.13; C 0.79; C -0.71; O -0.77; O -0.73; O -0.56; H 0.43; H 0.31; H 0.47; H 0.31; H 0.27; H 0.31; H 0.31; H 0.32

Formula: C5H10O
Source: the Open Molecules 2025 dataset
Level of theory: the ωB97M-V functional and the def2-TZVPD basis

Calculated total energy   -271.53929 Eh
E_LUMO   0.356 eV
HOMO level   -9.20 eV

Element x y z (Å)
C 0.31882 -0.48703 1.68266
C 0.74093 -0.98164 0.31026
C -0.20333 -1.10224 -0.83703
C 0.71519 -0.12516 -0.93067
C -0.20282 1.77109 -0.78400
O -1.30266 1.74894 -0.19371
H 1.19202 -0.15712 2.25632
H -0.38574 0.34615 1.61938
H -0.15688 -1.30105 2.24346
H 1.50394 -1.76690 0.36212
H -0.69252 -1.85557 -1.43921
H -1.64359 -0.50809 -0.28260
H 1.43328 0.16432 -1.68542
H 0.69829 2.11180 -0.25281
H -0.17341 1.87031 -1.88315
H -1.84153 0.27218 -0.18560

Atomic charges from the Mulliken analysis, expressed in e, are listed below: C -1.31; C 0.21; C -0.46; C -0.49; C -0.23; O -0.56; H 0.33; H 0.32; H 0.32; H 0.34; H 0.40; H -0.02; H 0.41; H 0.32; H 0.31; H 0.11

Number 1: frontier orbital gap 8.38 eV. Number 2: frontier orbital gap 9.75 eV. Number 3: frontier orbital gap 9.55 eV.